(1)
A 2-piece molecular cluster, C4H10NO3P2 overall. Source: OMol25; level of theory: ωB97M-V with the def2-TZVPD basis set.

For the largest force on an atom, the calculation gives 4.1 eV/Å. The calculation puts the energy above the lowest of the compared OMol25 structures with the same formula, charge and spin at 77.4 kJ/mol. Its calculated total energy is -1121.6547 Ha.

Structure (ORCA input):
```
! wB97M-V def2-TZVPD RIJCOSX def2/J DEFGRID3
* xyz -1 1
C -0.824 0.149 -1.697
C 0.107 -1.065 -1.515
C -1.090 2.356 -0.788
C -0.999 2.984 0.358
N -0.482 1.105 -0.850
O 1.355 0.369 1.146
O -1.775 0.256 -2.469
O -0.621 -1.151 1.516
P 1.804 -2.562 1.064
P 0.942 -0.773 2.081
H 0.818 -1.093 -2.275
H 0.550 -1.144 -0.524
H -0.371 -1.989 -1.583
H 1.951 -3.416 2.284
H -1.712 2.525 -1.715
H -1.422 4.035 0.653
H -0.393 2.541 1.159
H 0.093 0.861 -0.061
H -0.867 -1.996 1.980
H 2.936 -1.991 1.236
*
```

(2)
A 2-piece molecular cluster, C4H12 overall. Source: OMol25; level of theory: ωB97M-V with the def2-TZVPD basis set.

For the largest force on an atom, the calculation gives 1.1 eV/Å. The calculation puts the energy above the lowest of the compared OMol25 structures with the same formula, charge and spin at 50.1 kJ/mol. The expectation value of S² is 0.753. Its calculated total energy is -159.1508 Ha.

Structure (ORCA input):
```
! wB97M-V def2-TZVPD RIJCOSX def2/J DEFGRID3
* xyz 1 2
C -1.560 -0.628 -2.515
C -1.481 -1.042 -1.102
H -0.560 -0.320 -2.867
H -1.827 -1.387 -3.283
H -2.344 0.129 -2.628
H -0.603 -1.602 -0.777
H -2.460 -1.523 -0.865
H -1.530 -0.234 -0.313
C 1.393 0.795 2.554
C 1.681 0.875 1.064
H 2.025 0.041 3.009
H 1.662 1.754 3.011
H 0.340 0.565 2.706
H 2.679 0.553 0.753
H 1.599 1.876 0.631
H 0.982 0.223 0.480
*
```